{"formula": "C18H48BaO15P3", "method": "wB97M-V/def2-TZVPD", "total_charge": -1, "e_homo_ev": -2.8, "e_above_lowest_ev": 2.336, "e_lumo_ev": 2.06, "homo_lumo_gap_ev": 4.9, "species": ["Ba", "O", "H", "O", "H", "O", "H", "C", "C", "O", "P", "O", "O", "C", "C", "O", "C", "C", "H", "H", "H", "H", "H", "H", "H", "H", "H", "H", "H", "H", "H", "H", "H", "C", "C", "O", "P", "O", "O", "C", "C", "O", "C", "C", "H", "H", "H", "H", "H", "H", "H", "H", "H", "H", "H", "H", "H", "H", "H", "C", "C", "O", "P", "O", "O", "C", "C", "O", "C", "C", "H", "H", "H", "H", "H", "H", "H", "H", "H", "H", "H", "H", "H", "H", "H"], "positions_angstrom": [[-9.833830, -2.601965, 8.610299], [-7.537533, -2.285108, 7.447008], [-7.384085, -2.786483, 6.622624], [-11.158994, -4.385180, 9.942369], [-12.045126, -4.684962, 9.660537], [-8.214721, -3.637247, 10.377883], [-7.485210, -3.498495, 11.012766], [-14.715026, 0.827668, 5.842085], [-13.665747, 0.546412, 6.935534], [-14.331062, -0.021672, 8.055366], [-13.608977, -1.244061, 8.877959], [-12.094778, -1.176955, 8.916455], [-14.285859, -2.615469, 8.345539], [-15.674756, -2.756563, 8.186236], [-15.935845, -4.056564, 7.425925], [-14.199587, -1.185907, 10.471170], [-13.607008, -2.005746, 11.507288], [-14.512445, -3.193451, 11.764338], [-14.254758, 1.238406, 4.943446], [-15.268394, -0.064603, 5.549292], [-15.489656, 1.550132, 6.099173], [-12.816297, 0.008229, 6.514932], [-13.357518, 1.530303, 7.289160], [-16.125618, -2.749633, 9.178592], [-16.172449, -1.940849, 7.661822], [-15.253548, -4.847957, 7.736190], [-16.913134, -4.530513, 7.517467], [-15.755414, -3.931623, 6.358248], [-12.590068, -2.340919, 11.303336], [-13.560553, -1.427943, 12.430377], [-14.624088, -3.815754, 10.876430], [-14.145397, -3.880120, 12.527132], [-15.483214, -2.742799, 11.970784], [-13.251021, -3.483663, 4.922591], [-13.019424, -2.446612, 3.797685], [-11.610592, -2.123939, 3.653737], [-10.895870, -1.145652, 4.795806], [-10.929498, -1.602049, 6.191528], [-11.527736, 0.345646, 4.462322], [-11.122271, 1.184051, 3.402976], [-11.072645, 2.599162, 3.984415], [-9.344122, -0.942900, 4.241711], [-8.400303, -1.911278, 4.589688], [-8.101579, -2.824242, 3.324184], [-12.473975, -4.239842, 4.810858], [-13.262998, -3.078137, 5.934271], [-14.245519, -3.916296, 4.813554], [-13.258000, -2.916030, 2.843311], [-13.550048, -1.503193, 3.926097], [-10.151829, 0.958014, 2.961114], [-11.811380, 1.058599, 2.567821], [-11.860314, 2.624642, 4.737432], [-10.133334, 2.847323, 4.478590], [-11.362035, 3.301923, 3.203074], [-7.491954, -1.466238, 4.995823], [-8.859301, -2.505279, 5.379991], [-7.193010, -2.539414, 2.793634], [-7.844911, -3.821141, 3.682538], [-9.018032, -2.985888, 2.756661], [-8.110527, -7.838114, 9.533053], [-8.269630, -6.827576, 8.414648], [-9.460637, -7.131842, 7.627806], [-10.144102, -6.101507, 6.552095], [-9.945719, -4.636814, 6.773095], [-9.572154, -6.617002, 5.115751], [-10.190284, -6.192651, 3.911368], [-11.177532, -7.232924, 3.347784], [-11.679965, -6.539121, 6.390544], [-12.520535, -6.430571, 7.488583], [-13.859526, -6.954476, 6.848342], [-7.324293, -7.519371, 10.217404], [-8.991584, -7.990975, 10.156333], [-7.964095, -8.830111, 9.105733], [-8.439578, -5.853393, 8.873097], [-7.393616, -6.861503, 7.766909], [-10.670663, -5.214343, 3.927515], [-9.339835, -6.055463, 3.243535], [-11.520841, -6.909690, 2.365053], [-10.747016, -8.211974, 3.137503], [-12.014116, -7.506093, 3.990896], [-12.116014, -7.036909, 8.299020], [-12.625391, -5.428701, 7.904967], [-14.531779, -7.243510, 7.656203], [-14.319208, -6.288553, 6.118042], [-13.775051, -7.958410, 6.432307]], "forces_ev_per_angstrom": [[1.808, -1.172, 1.228], [-0.274, -0.110, -1.030], [0.109, 0.287, 0.883], [-1.162, -0.109, -0.609], [0.453, 0.185, 0.317], [0.216, 0.349, 0.444], [-0.579, -0.083, -0.681], [-0.124, -0.259, -0.170], [-0.848, 1.803, -1.081], [0.301, -2.513, 1.834], [1.600, 0.109, 2.974], [-3.668, -0.025, -0.753], [1.637, 1.443, -0.454], [-1.615, -0.722, 0.199], [0.480, -0.518, -0.186], [0.410, 0.789, -2.971], [0.451, -0.877, 0.331], [-0.254, 0.136, -0.681], [0.327, -0.146, 0.009], [0.192, -0.283, -0.012], [0.162, 0.074, 0.566], [-0.149, -0.298, 0.588], [0.607, -0.070, -0.098], [-0.051, -0.283, 0.141], [0.494, 0.357, -0.204], [0.208, 0.221, 0.235], [-0.300, 0.615, 0.286], [-0.007, 0.168, 0.006], [0.056, 0.108, -0.573], [-0.102, 0.470, -0.248], [0.120, 0.094, -0.212], [-0.054, 0.405, 0.286], [-0.257, -0.489, 0.431], [-0.214, 0.715, -0.471], [0.533, -0.565, 0.669], [0.999, 1.196, 1.589], [2.124, 0.729, -2.457], [-1.074, 0.582, -1.009], [0.618, -2.702, 1.342], [0.752, 0.869, -0.571], [-0.962, -0.414, -0.298], [-3.626, 1.376, -0.070], [0.632, -2.510, -0.915], [0.138, -0.100, 1.846], [-0.185, -0.130, 0.288], [0.507, 0.161, -0.081], [0.046, -0.254, -0.357], [-0.187, 0.239, -0.004], [-0.331, -0.100, -0.011], [0.139, -0.519, 0.456], [-0.429, 0.269, 0.155], [-0.019, 0.255, 0.084], [-0.002, -0.075, -0.278], [0.391, 0.283, 0.083], [-0.293, 0.211, -0.033], [0.538, -0.235, 0.036], [-0.496, 0.483, -0.503], [0.002, -0.149, 0.337], [0.225, 0.452, -0.422], [-0.671, -0.616, -0.253], [-0.448, 0.675, 0.871], [-1.438, 0.865, -2.006], [1.604, 0.284, 0.480], [-0.303, -1.912, -0.468], [-0.585, 0.236, 1.659], [-0.080, -0.649, -0.953], [0.339, -0.424, -0.195], [2.778, 0.422, -0.734], [-2.536, -0.909, -0.182], [0.246, -0.754, 1.929], [0.211, -0.128, -0.303], [-0.293, 0.638, -0.115], [0.634, -0.128, 0.048], [0.393, 0.333, -0.141], [-0.118, 0.235, -0.084], [-0.050, 0.105, 0.686], [-0.135, -0.153, -0.336], [-0.303, 0.311, 0.083], [0.694, 0.074, 0.148], [-0.096, 0.710, 0.135], [-0.387, -0.264, 0.080], [0.152, 0.268, -0.398], [-0.584, 0.828, 0.207], [0.160, 0.079, 0.227], [0.802, 0.152, -0.584]]}